# 1
68
Properties=species:S:1:pos:R:3:forces:R:3:mulliken_spin:R:1 method="wB97M-V/def2-TZVPD" e_homo_ev="-4.4 / -4.4" e_tot_ev=-215291.150 molar_mass_g_mol=710.3 spin_multiplicity=2 e_above_lowest_kcal_mol=0.0 charge=-1 orbital_gap_ev="6.637 / 6.860"
Cr 0.921825 0.986759 0.059058 -0.4 -0.4 0.4 1.07
O 1.427596 1.330057 1.799535 0.3 -0.2 0.0 -0.02
C 2.225144 0.621553 2.596126 -0.2 0.2 -0.1 0.00
C 2.526118 1.146816 3.859378 0.0 0.0 0.0 0.00
C 3.323252 0.457214 4.752067 0.0 0.0 0.0 0.00
C 3.857036 -0.784440 4.414079 0.0 0.0 0.0 0.00
C 3.570113 -1.310990 3.169344 0.0 0.0 0.0 0.00
C 2.761865 -0.637966 2.250641 -0.1 -0.1 -0.1 0.02
C 2.523239 -1.276268 0.963723 0.2 -0.1 0.2 -0.01
N 1.811644 -0.761217 0.045855 -0.3 0.0 -0.4 0.00
N 1.788911 -1.412442 -1.197678 0.0 0.2 0.2 -0.01
C 1.144218 -0.666731 -2.045696 -0.2 0.1 -0.1 0.01
O 0.597819 0.483855 -1.768477 0.2 -0.1 0.0 -0.01
C 0.985671 -1.158369 -3.441515 0.0 0.0 0.1 0.00
C 1.725121 -2.238754 -3.914815 0.0 0.0 0.0 0.00
C 1.556087 -2.676812 -5.219812 0.0 0.0 0.0 0.00
C 0.644264 -2.042879 -6.056688 0.0 0.0 0.0 0.00
C -0.093626 -0.965310 -5.585729 0.0 0.0 0.0 0.00
C 0.079342 -0.519966 -4.281532 0.0 0.0 -0.1 0.00
H 2.102468 2.111718 4.109702 0.0 0.0 0.0 0.00
H 3.533452 0.890565 5.723962 0.0 0.0 0.0 0.00
H 4.483698 -1.326656 5.110933 0.0 0.0 0.0 0.00
H 3.974513 -2.277043 2.883044 0.0 0.0 0.0 0.00
H 3.019259 -2.218209 0.746279 0.0 0.0 0.0 0.00
H 2.427763 -2.721090 -3.246968 0.0 0.0 0.0 0.00
H 2.137415 -3.515154 -5.587159 0.0 0.0 0.0 0.00
H 0.511608 -2.388596 -7.075209 0.0 0.0 0.0 0.00
H -0.805586 -0.468214 -6.235358 0.0 0.0 0.0 0.00
H -0.478072 0.326158 -3.897945 0.0 -0.1 0.0 0.00
Br 0.168918 3.626191 -0.489418 -0.2 0.1 0.0 0.01
C 1.086968 3.987941 -2.143940 0.0 0.0 0.1 0.00
Br -0.032358 3.813953 -3.699151 -0.1 0.0 0.0 0.00
H 1.904490 3.288934 -2.229526 0.0 0.0 -0.1 0.00
H 1.419904 5.012471 -2.088341 0.1 0.1 0.0 0.00
F 3.082559 1.648723 -1.873567 0.1 0.0 0.2 0.00
C 2.822963 1.708433 -0.507365 0.2 0.1 -0.1 -0.04
F 3.887880 1.046468 0.047352 -0.1 0.1 -0.1 0.00
F 3.099882 3.030477 -0.189809 0.0 -0.1 -0.1 0.00
C -2.828769 2.355989 -1.065075 -0.1 0.0 0.0 0.00
C -3.260010 2.218877 0.398081 0.1 0.0 0.0 0.00
C -2.458486 3.026555 1.426322 0.1 0.0 -0.1 0.00
C -3.348953 0.770887 0.825954 0.1 -0.1 0.0 0.00
C -4.612189 0.314472 1.189800 0.0 0.0 0.0 0.00
C -4.832972 -0.961516 1.673702 0.0 0.0 0.0 0.00
C -3.733160 -1.791967 1.793946 0.0 0.0 -0.1 0.00
C -2.450574 -1.399241 1.429114 0.0 0.2 -0.1 0.00
C -1.366394 -2.440003 1.604586 0.1 0.1 0.1 0.00
C -0.273666 -1.954377 2.554452 0.0 -0.1 0.0 0.00
C -0.859394 -2.929642 0.249390 0.1 0.0 0.0 0.00
C -2.202365 -0.081305 0.913378 0.2 0.0 0.1 0.00
O -0.983303 0.334859 0.583464 -0.4 0.0 0.0 -0.01
H -2.739459 3.404744 -1.362630 0.0 0.0 0.0 0.00
H -3.584933 1.885612 -1.701290 0.0 0.0 0.0 0.00
H -1.881747 1.855904 -1.257328 0.0 0.0 0.0 0.00
H -4.280965 2.609745 0.449010 0.0 0.0 0.0 0.00
H -1.473039 2.589964 1.592904 0.0 0.0 0.0 0.00
H -2.982189 3.001645 2.385561 0.0 0.0 0.0 0.00
H -2.352753 4.074078 1.127647 0.0 0.0 0.0 0.00
H -5.446923 1.005263 1.100941 0.0 0.0 0.0 0.00
H -5.825501 -1.294714 1.956223 0.1 0.0 0.0 0.00
H -3.864904 -2.801530 2.176328 0.0 0.1 0.0 0.00
H -1.844788 -3.296000 2.089237 0.0 0.0 0.0 0.00
H 0.131163 -1.006000 2.217387 0.0 0.0 0.0 0.00
H 0.541702 -2.681057 2.630156 0.0 0.0 0.0 0.00
H -0.687760 -1.802536 3.556033 0.0 0.0 -0.1 0.00
H -0.606231 -2.089510 -0.385679 0.1 0.1 -0.1 0.00
H -1.641238 -3.504658 -0.254706 0.0 0.0 0.0 0.00
H 0.026439 -3.565716 0.347715 0.0 0.0 0.0 0.00

---

# 2
20
Properties=species:S:1:pos:R:3:forces:R:3:lowdin_charge:R:1 method="wB97M-V/def2-TZVPD" e_homo_ev=-4.8 e_tot_ev=-35774.921 molar_mass_g_mol=212.0 e_above_lowest_kcal_mol=0.0 charge=-1 orbital_gap_ev=7.582
C -2.296514 0.238848 1.059528 0.4 -0.1 0.6 0.00
B -1.578597 -0.949780 0.312839 0.1 -0.5 0.1 -0.60
O -2.274256 -2.172794 0.166447 -0.3 0.4 -0.5 0.08
N -0.269843 -0.844524 -0.256983 -0.6 1.2 -0.2 0.10
C 0.533685 0.330069 0.112446 0.1 -0.7 -0.5 -0.34
C 0.992223 0.291806 1.627980 -0.2 -0.1 0.2 -0.79
O 1.221562 1.428530 2.070159 0.1 0.2 0.1 -0.07
O 1.005424 -0.825760 2.160865 0.0 0.2 -0.1 -0.02
P 1.976518 0.445283 -1.012196 0.3 0.6 0.5 0.23
O 1.529087 1.606779 -2.062915 -0.3 -0.1 0.0 -0.23
O 1.891070 -0.865679 -1.942140 0.2 0.0 -0.2 -0.22
S 3.745001 0.740725 -0.307945 0.0 -0.2 -0.1 0.26
H -2.528616 1.046541 0.352331 0.0 -0.1 0.0 0.06
H -3.210648 -0.079596 1.568107 0.1 0.1 -0.2 0.05
H -1.626991 0.677726 1.811370 -0.1 0.0 -0.1 0.07
H -2.612707 -2.307697 -0.724219 0.2 -0.2 0.1 0.08
H -0.210832 -1.060632 -1.243317 0.3 -0.7 0.2 0.10
H -0.005701 1.277728 -0.015103 0.0 0.0 0.1 0.10
H 0.924999 2.212093 -1.612461 0.1 0.0 -0.1 0.06
H 2.795137 -1.189664 -2.064792 -0.1 0.0 0.1 0.06